126
Properties=species:S:1:pos:R:3 method="wB97M-V/def2-TZVPD" lumo_ev=-7.9 gap_ev=4.49 total_charge=+2 de_lowest_ev=0.592
Tl -1.142 0.381 0.061
C 0.965 2.544 2.455
C -0.308 2.911 2.718
C -0.852 3.619 1.359
C 0.215 3.691 0.547
C 1.360 3.093 1.191
C 2.716 3.067 0.629
C 3.792 2.836 1.696
C 3.022 4.355 -0.155
C 2.670 1.857 -0.351
C -2.198 4.177 0.961
C -2.370 4.068 -0.566
C -3.393 3.465 1.605
C -2.209 5.682 1.319
C -0.903 2.814 4.097
C 0.173 2.364 5.098
C -2.028 1.752 4.146
C -1.426 4.188 4.552
H 1.634 2.043 3.130
H 0.240 4.148 -0.426
H 3.781 3.630 2.443
H 4.773 2.834 1.222
H 3.664 1.882 2.206
H 2.937 5.235 0.484
H 2.359 4.485 -1.010
H 4.044 4.305 -0.528
H 2.448 0.928 0.174
H 3.653 1.769 -0.814
H 1.922 1.995 -1.133
H -2.324 3.034 -0.915
H -1.631 4.646 -1.118
H -3.349 4.467 -0.829
H -3.302 2.377 1.539
H -4.298 3.748 1.069
H -3.537 3.743 2.644
H -1.432 6.211 0.767
H -2.055 5.866 2.381
H -3.177 6.098 1.038
H 0.522 1.349 4.895
H -0.261 2.370 6.097
H 1.030 3.039 5.107
H -1.757 0.867 3.565
H -2.981 2.129 3.794
H -2.158 1.443 5.184
H -0.655 4.955 4.470
H -1.712 4.114 5.601
H -2.300 4.510 3.995
C -1.808 0.623 -6.063
C -2.113 1.626 -4.950
S -1.123 1.500 -3.435
C 0.560 1.770 -4.054
C 1.309 0.535 -4.596
S 0.820 -0.985 -3.740
C 0.751 -2.135 -5.129
C -0.304 -1.790 -6.202
S -1.891 -1.137 -5.594
H -0.823 0.819 -6.481
H -2.533 0.776 -6.862
H -3.147 1.540 -4.615
H -1.979 2.634 -5.347
H 1.103 2.178 -3.202
H 0.509 2.552 -4.812
H 2.382 0.678 -4.470
H 1.113 0.402 -5.657
H 0.523 -3.096 -4.666
H 1.735 -2.217 -5.592
H -0.546 -2.692 -6.762
H 0.090 -1.071 -6.917
C -4.515 -0.606 2.566
P -2.947 -1.335 1.966
C -2.323 -2.189 3.454
C -3.594 -2.775 1.017
C -4.362 -2.356 -0.240
P -3.397 -1.195 -1.295
C -2.127 -2.352 -1.934
C -4.475 -1.041 -2.757
H -5.085 -1.352 3.121
H -5.112 -0.250 1.726
H -4.317 0.244 3.220
H -3.135 -2.702 3.973
H -1.846 -1.492 4.143
H -1.572 -2.917 3.151
H -4.238 -3.354 1.684
H -2.743 -3.410 0.754
H -5.302 -1.870 0.032
H -4.614 -3.230 -0.845
H -2.580 -3.316 -2.175
H -1.338 -2.509 -1.196
H -1.678 -1.915 -2.829
H -4.703 -2.028 -3.162
H -3.963 -0.460 -3.523
H -5.405 -0.535 -2.496
F 1.236 -8.295 -1.159
C 1.323 -6.973 -0.976
C 2.170 -6.491 0.005
C 2.249 -5.121 0.196
C 1.484 -4.248 -0.580
C 0.654 -4.770 -1.569
C 0.567 -6.141 -1.776
Sb 1.666 -2.145 -0.324
C 3.742 -2.076 -0.837
C 4.082 -2.064 -2.192
C 5.408 -2.143 -2.593
C 6.388 -2.226 -1.624
F 7.669 -2.303 -2.006
C 6.092 -2.237 -0.277
C 4.760 -2.167 0.111
C 1.856 -2.108 1.812
C 1.153 -3.010 2.611
C 1.186 -2.923 3.998
C 1.929 -1.915 4.579
F 1.955 -1.815 5.915
C 2.651 -1.007 3.829
C 2.602 -1.112 2.444
H 2.754 -7.184 0.596
H 2.924 -4.736 0.951
H 0.064 -4.109 -2.194
H -0.066 -6.567 -2.543
H 3.307 -1.994 -2.945
H 5.689 -2.150 -3.638
H 6.892 -2.313 0.448
H 4.531 -2.205 1.169
H 0.585 -3.812 2.152
H 0.658 -3.627 4.628
H 3.245 -0.253 4.329
H 3.178 -0.410 1.853